Record 1
Entry from the OMol25 dataset: a structure of composition C6H10O at a distorted geometry (wB97M-V/def2-TZVPD).

```
! RIJCOSX wB97M-V def2-TZVPD def2/J DEFGRID3
* xyz 0 1
H 0.318 -1.981 -0.088
H -1.619 -0.695 1.345
C 0.027 1.063 -0.020
H -2.693 0.596 0.761
C -2.108 -0.284 0.463
H 3.109 -0.577 -0.406
H -0.142 1.463 0.982
C 0.443 -1.112 -0.732
H -0.412 -1.033 -1.443
O 1.754 -0.285 1.184
C 2.499 0.189 0.062
C 1.081 0.019 -0.039
H 2.863 1.208 0.132
H -1.557 0.558 -1.416
H -2.764 -1.052 0.042
H 0.226 1.886 -0.707
C -1.073 0.145 -0.508
*
```

The HOMO-LUMO gap comes out at 9.02 eV. The HOMO energy comes out at -8.0 eV. The value obtained for the relative energy (zero: lowest compared OMol25 entry of this formula, charge and spin) is 104.13 kcal per mole. The calculation puts the molar mass at 98.14 g/mol.


Record 2
Entry from the OMol25 dataset: a cluster of 2 separate species, C4H13N3 in total at a distorted geometry (wB97M-V/def2-TZVPD).

```
! RIJCOSX wB97M-V def2-TZVPD def2/J DEFGRID3
* xyz -1 2
N -1.340 3.041 -1.196
H -0.673 3.682 -1.692
H -1.989 0.806 0.294
H -0.430 1.415 -2.328
C -0.705 1.726 -1.302
C 0.878 -1.372 2.185
N -1.058 -0.676 -0.947
H -2.615 0.683 -1.359
H -1.712 -1.502 -0.880
H 0.041 -1.744 2.793
H 0.187 1.556 -0.644
H 1.885 -3.208 1.797
H -1.371 3.329 -0.225
C -1.694 0.651 -0.772
H 3.080 -2.542 0.083
N 2.776 -1.773 0.621
C 1.782 -2.162 1.536
H -0.399 -0.773 -0.126
H 2.581 -0.855 0.145
H 0.774 -0.283 2.019
*
```

The HOMO-LUMO gap (spin up / spin down) comes out at 2.64 / 8.82 eV. The HOMO energy (spin up / spin down) comes out at 1.3 / -4.8 eV. The value obtained for the relative energy (zero: lowest compared OMol25 entry of this formula, charge and spin) is 26.16 kcal per mole. The calculation puts the molar mass at 103.17 g/mol.


Record 3
Entry from the OMol25 dataset: an isolated molecule of C2H3NO2 at a distorted geometry (wB97M-V/def2-TZVPD).

```
! RIJCOSX wB97M-V def2-TZVPD def2/J DEFGRID3
* xyz 0 1
H 1.574 0.304 -0.776
C 0.874 0.548 0.006
N -0.280 -0.212 -0.155
C -1.259 -0.310 0.856
H -0.933 0.321 1.623
O -2.212 -1.028 0.679
H -0.605 -0.786 -0.916
O 1.007 1.392 0.840
*
```

The HOMO-LUMO gap comes out at 11.16 eV. The HOMO energy comes out at -10.5 eV. The value obtained for the relative energy (zero: lowest compared OMol25 entry of this formula, charge and spin) is 8.27 kcal per mole. The calculation puts the molar mass at 73.05 g/mol.


Record 4
Entry from the OMol25 dataset: a cluster of 2 separate species, C6H10N in total at a distorted geometry (wB97M-V/def2-TZVPD).

```
! RIJCOSX wB97M-V def2-TZVPD def2/J DEFGRID3
* xyz 1 1
H -0.358 -0.989 -2.505
C 1.447 1.961 -1.112
C 0.689 -0.720 1.845
C -0.674 -0.668 -1.538
H -2.489 0.329 -1.941
C 0.770 0.379 2.547
H 0.818 1.521 2.327
N -1.636 0.374 -1.457
H -1.081 -1.397 -0.961
H -1.269 1.318 -1.468
H 1.384 -1.224 -1.046
H 0.805 -1.646 2.222
H 0.675 -0.753 0.682
H 0.809 0.300 3.630
H 2.051 2.711 -1.553
C 0.655 -0.445 -0.972
C 1.118 0.825 -1.206
*
```

The HOMO-LUMO gap (spin up / spin down) comes out at 6.80 / 6.80 eV. The HOMO energy (spin up / spin down) comes out at -14.0 / -14.0 eV. The value obtained for the relative energy (zero: lowest compared OMol25 entry of this formula, charge and spin) is 133.06 kcal per mole. The calculation puts the molar mass at 96.15 g/mol.


Record 5
Entry from the OMol25 dataset: a structure of composition C7H13BHfN4 at a distorted geometry (wB97M-V/def2-TZVPD).

```
! RIJCOSX wB97M-V def2-TZVPD def2/J DEFGRID3
* xyz 2 1
H -0.066 -2.001 -1.698
H 2.748 2.915 -0.592
H -0.111 -0.433 -2.581
Hf 0.400 -0.057 0.200
B 1.812 -0.998 1.858
C 2.940 2.132 0.127
C 3.756 0.741 1.679
H 2.480 -1.717 2.536
C 0.277 -0.340 3.894
N 2.557 0.280 1.318
C -1.078 -0.026 4.096
H -0.793 1.385 -0.386
H -0.692 0.999 -1.112
H 4.935 2.487 1.008
C 0.393 -1.006 -1.793
H -1.565 0.140 5.031
N 2.026 1.142 0.323
H 1.449 -1.638 0.830
H 4.326 0.244 2.448
H -2.712 0.103 2.551
H 1.443 -1.146 -2.094
H 1.070 -0.490 4.604
N 0.496 -0.483 2.578
C 4.035 1.901 0.949
N -0.734 -0.283 1.893
C -1.681 -0.023 2.837
*
```

The HOMO-LUMO gap comes out at 8.43 eV. The HOMO energy comes out at -17.5 eV. The calculation puts the molar mass at 342.51 g/mol.


Record 6
Entry from the OMol25 dataset: a cluster of 5 separate species, C28H59BO10S in total (wB97M-V/def2-TZVPD).

```
! RIJCOSX wB97M-V def2-TZVPD def2/J DEFGRID3
* xyz 0 1
H 0.250 4.779 -2.231
H 1.627 -2.746 1.334
H -2.024 -4.729 -5.053
C 2.040 -5.458 3.244
C 0.888 -3.970 -3.744
H 1.091 -7.971 4.040
O -0.487 -3.903 -4.083
C 2.873 6.334 0.876
H 3.080 -4.476 4.857
C -0.935 1.463 -0.486
H 4.343 7.253 -1.906
H -6.987 3.646 -0.669
H 2.407 3.377 -2.363
H 2.170 -9.361 4.093
H 1.645 3.520 -0.817
H -2.183 0.504 0.926
H 2.282 1.940 -1.389
H -1.307 -6.306 -3.217
C 1.978 -8.414 3.586
C -0.650 0.346 -2.568
H 5.507 5.339 -0.743
H 3.780 8.107 1.757
C -4.498 3.150 0.532
C 1.759 2.852 -1.664
O 3.109 -6.331 2.921
H 2.475 7.401 2.703
H -1.430 0.081 3.543
H -5.870 4.252 1.819
C 0.545 -2.652 1.366
H 3.615 5.648 1.302
O 3.119 6.537 -0.502
C -0.386 1.476 -1.778
H 1.090 -4.851 -3.124
O 0.168 1.386 2.264
O -0.710 2.528 0.392
H -1.390 -7.079 -4.811
O -5.109 1.873 0.490
C -6.523 1.866 0.498
H 2.120 -4.633 2.539
H -6.726 2.186 -1.625
H -3.426 2.955 0.492
C 0.421 2.610 -2.362
H 1.068 -3.094 -3.120
C 5.572 6.367 -0.383
H 0.134 -3.538 0.894
O 1.010 -0.505 3.558
C 3.192 -7.507 3.702
H 2.110 8.319 1.230
H -1.150 3.924 -1.610
C 4.351 7.158 -0.820
H -2.954 -2.619 -1.034
H 2.852 -3.847 -4.612
H 4.077 -8.027 3.334
H -0.483 -4.978 -5.855
H 6.476 6.823 -0.787
H -6.908 2.288 1.434
H 3.383 -7.260 4.753
H -0.235 0.307 -3.564
H 1.074 -5.942 3.059
C 0.356 2.417 1.270
H 1.579 -3.093 -5.589
H -1.604 -1.576 -2.762
C -0.396 3.920 -2.388
H 1.279 2.224 0.735
H -0.904 4.035 -3.340
H 0.409 3.374 1.781
C 2.099 -4.910 4.659
O 2.343 0.375 1.684
C 2.808 7.617 1.688
H 1.755 -8.616 2.538
C -0.976 -4.968 -4.876
O 0.118 -2.568 2.734
C -0.866 -6.332 -4.214
H 0.170 -6.657 -4.115
C -1.438 -0.718 -2.127
H -3.934 -1.392 -0.228
H 1.338 -4.140 4.785
S 1.603 0.814 2.846
C -4.824 3.943 1.787
H -2.593 -2.113 0.620
H 0.234 -1.787 0.787
C -2.030 -0.683 -0.863
H -4.749 3.729 -0.364
C 1.818 -3.940 -4.945
H 5.675 6.337 0.703
H -8.227 2.397 -0.705
H 1.910 5.824 0.922
O -1.372 -0.840 3.274
H -6.799 0.811 0.490
H -4.624 3.344 2.677
H 0.625 2.354 -3.398
H 1.918 -5.684 5.407
C -1.753 0.427 -0.054
H -4.213 4.846 1.826
H 1.745 -4.848 -5.544
C -7.150 2.567 -0.696
B -0.108 -1.287 3.145
C -2.923 -1.772 -0.357
H 4.387 8.175 -0.412
*
```

The HOMO-LUMO gap comes out at 9.05 eV. The HOMO energy comes out at -8.6 eV. The value obtained for the relative energy (zero: lowest compared OMol25 entry of this formula, charge and spin) is 0.00 kcal per mole. The calculation puts the molar mass at 598.65 g/mol.


Record 7
Entry from the OMol25 dataset: a structure of composition C5H5OSm at a distorted geometry (wB97M-V/def2-TZVPD).

```
! RIJCOSX wB97M-V def2-TZVPD def2/J DEFGRID3
* xyz 3 7
Sm 0.683 -0.247 -0.987
C 2.151 1.501 -2.437
H -3.048 -1.131 2.777
C -1.444 -1.874 1.348
H -1.847 -2.899 1.406
C 2.840 2.299 -3.154
H -1.290 -0.685 3.238
H 3.707 1.890 -3.699
H 2.670 3.385 -3.165
C -1.865 0.312 1.685
C -2.031 -0.893 2.424
O -0.526 -1.658 0.563
*
```

The HOMO-LUMO gap (spin up / spin down) comes out at 5.17 / 5.57 eV. The HOMO energy (spin up / spin down) comes out at -21.1 / -21.5 eV. The value obtained for the relative energy (zero: lowest compared OMol25 entry of this formula, charge and spin) is 40.25 kcal per mole. The calculation puts the molar mass at 231.45 g/mol.


Record 8
Entry from the OMol25 dataset: an isolated molecule of C6H11NS at a distorted geometry (wB97M-V/def2-TZVPD).

```
! RIJCOSX wB97M-V def2-TZVPD def2/J DEFGRID3
* xyz 0 1
C -0.538 -1.485 1.554
H -1.387 2.356 -1.254
C -2.073 2.147 -0.409
C 1.849 -0.560 0.007
H 2.069 0.321 0.457
H -0.285 -2.541 1.110
H -1.398 -1.459 2.191
H 2.589 -0.760 -0.739
H 0.539 -1.459 -1.328
H 0.460 -1.228 2.025
H -2.503 3.000 0.037
C -1.822 -0.683 -0.609
H 0.590 0.274 -1.425
H 1.952 -1.278 0.947
C 0.551 -0.595 -0.767
S -1.069 1.289 0.893
C -0.645 -0.366 0.069
H -2.887 1.400 -0.694
N -2.797 -0.870 -1.175
*
```

The HOMO-LUMO gap comes out at 9.81 eV. The HOMO energy comes out at -9.1 eV. The value obtained for the relative energy (zero: lowest compared OMol25 entry of this formula, charge and spin) is 46.60 kcal per mole. The calculation puts the molar mass at 129.23 g/mol.


Record 9
Entry from the OMol25 dataset: the ion C4H8N2OP with charge +1 at a distorted geometry (wB97M-V/def2-TZVPD).

```
! RIJCOSX wB97M-V def2-TZVPD def2/J DEFGRID3
* xyz 1 1
C -1.374 -1.210 2.357
C -1.109 -0.513 0.923
H 1.550 2.230 -2.093
H 1.160 -1.207 -1.461
O 0.221 1.738 -0.110
C 0.542 -0.508 -0.901
H -2.275 -1.794 2.458
H -2.038 -0.187 0.466
H -0.348 -2.118 -0.438
H 0.573 2.658 -0.325
N -0.256 -1.248 -0.002
C 0.701 0.810 -0.997
H -0.515 0.394 1.129
H 1.924 0.729 -2.765
N 1.641 1.256 -1.914
P -0.396 -1.031 3.674
*
```

The HOMO-LUMO gap (spin up / spin down) comes out at 8.96 / 5.39 eV. The HOMO energy (spin up / spin down) comes out at -13.0 / -11.5 eV. The value obtained for the relative energy (zero: lowest compared OMol25 entry of this formula, charge and spin) is 67.21 kcal per mole. The calculation puts the molar mass at 131.09 g/mol.


Record 10
Entry from the OMol25 dataset: a structure of composition C39H36FN8O13Rb (wB97M-V/def2-TZVPD).

```
! RIJCOSX wB97M-V def2-TZVPD def2/J DEFGRID3
* xyz -2 1
N 3.279 4.130 0.381
H -4.287 -2.212 5.193
H -1.934 2.132 -5.058
C 0.721 1.514 -3.033
H 1.677 2.939 -0.266
H -0.719 4.271 -5.381
H -2.330 -6.287 -0.919
O 4.262 1.131 -0.761
C -2.604 -1.158 3.276
H 2.841 -4.586 -1.036
H -2.457 -4.646 4.940
O 0.506 -3.811 -0.603
C -2.041 3.546 -1.083
C -4.818 -2.267 -0.843
C -2.426 -2.608 -0.831
H -1.280 3.871 -0.375
H 4.855 0.202 2.877
N 1.242 0.540 -2.225
H -4.250 -0.022 -2.607
C -3.922 -3.023 2.585
C -2.617 -3.973 -0.779
C 1.039 3.954 1.550
H -4.056 4.597 -3.592
H 4.166 1.519 3.833
O 3.081 -0.264 3.898
O -0.182 3.708 1.369
H 3.448 2.541 1.740
H -2.550 -2.288 5.576
O 3.311 5.852 -1.144
N 5.206 5.351 -0.012
Rb -0.108 0.868 1.110
C 5.282 3.594 1.531
H 5.309 -4.320 -1.321
C 3.873 5.150 -0.316
C 0.884 3.701 -4.058
H -3.044 -4.981 2.670
N -3.244 -0.375 -0.840
O -4.392 -4.750 4.223
H -4.913 -2.562 2.682
C -4.188 -5.963 -0.619
C 3.100 -1.297 -0.386
H 0.678 -0.209 -1.839
H 6.334 -2.057 -1.073
C -3.592 3.945 -2.862
C -4.012 -4.506 2.872
C -3.523 -1.749 -0.866
O 6.209 0.322 -0.358
O -5.289 -6.425 -0.464
O -3.138 -6.796 -0.774
H 1.422 4.636 -4.166
C -2.619 4.419 -2.004
N 5.018 0.201 -0.561
N -2.230 -0.087 3.069
C -0.489 1.321 -3.714
H 2.328 2.903 -2.691
C -3.333 -2.689 4.933
C -5.002 -3.638 -0.773
C -3.314 1.809 -1.839
H -4.693 2.178 -3.442
O 2.571 0.645 1.942
C -3.949 2.607 -2.781
H -3.550 -2.859 1.577
C 3.985 3.365 1.278
C -0.991 2.303 -4.549
C 1.847 3.902 0.222
C 6.011 4.655 0.886
C -3.655 0.371 -1.771
N -2.381 2.265 -1.002
H -1.420 -2.199 -0.786
H -5.996 -4.062 -0.728
C 1.400 2.727 -3.223
C 5.275 -2.218 -0.927
C 4.452 -1.153 -0.605
H -5.668 -1.595 -0.842
O 7.180 4.966 1.044
H -3.772 -4.427 6.122
H 2.519 -0.464 -0.026
O 0.375 -1.583 -0.338
H -4.772 -4.965 2.241
C 3.318 -3.624 -0.903
C 4.320 0.439 3.800
F 5.970 2.824 2.396
H -2.289 5.449 -2.039
H -1.700 -4.555 -0.716
C 4.692 -3.468 -1.065
C 2.515 -2.542 -0.569
H -1.025 0.389 -3.572
H 5.651 6.098 -0.521
C 0.996 -2.671 -0.483
N -2.985 -2.416 3.537
H 1.469 4.676 -0.438
O 1.647 4.221 2.590
H 2.083 0.749 -1.711
H 4.911 0.127 4.662
C -3.909 -4.503 -0.737
C -3.441 -4.191 5.110
C 2.157 -0.085 2.866
C -0.314 3.503 -4.735
*
```

The HOMO-LUMO gap comes out at 5.22 eV. The HOMO energy comes out at -1.7 eV. The calculation puts the molar mass at 929.23 g/mol.


Record 11
Entry from the OMol25 dataset: a structure of composition C3H15B3FO3Tl at a distorted geometry (wB97M-V/def2-TZVPD).

```
! RIJCOSX wB97M-V def2-TZVPD def2/J DEFGRID3
* xyz 0 1
H 3.015 -26.313 28.248
C 5.206 -26.602 28.259
H 3.457 -25.538 21.643
H 10.374 -23.010 23.657
O 3.934 -26.272 26.421
F 5.939 -27.668 27.803
H 7.393 -21.245 26.592
C 3.828 -26.833 27.736
B 9.243 -23.130 23.475
O 5.319 -24.855 25.394
C 4.999 -25.463 26.380
H 5.982 -21.708 25.479
O 5.593 -25.429 27.555
Tl 6.148 -23.103 23.179
H 3.509 -27.873 27.758
H 4.636 -24.118 21.252
H 7.361 -22.892 25.612
H 8.877 -23.641 24.464
H 5.314 -25.734 21.942
H 7.691 -21.254 24.728
H 5.443 -26.435 29.306
B 4.427 -25.008 21.962
H 4.253 -24.709 23.075
B 7.148 -21.756 25.594
H 8.993 -23.853 22.621
H 8.705 -22.131 23.247
*
```

The HOMO-LUMO gap comes out at 3.94 eV. The HOMO energy comes out at -9.6 eV. The value obtained for the relative energy (zero: lowest compared OMol25 entry of this formula, charge and spin) is 8.71 kcal per mole. The calculation puts the molar mass at 354.97 g/mol.


Record 12
Entry from the OMol25 dataset: a structure of composition C40H31MoN11O2S2 (wB97M-V/def2-TZVPD).

```
! RIJCOSX wB97M-V def2-TZVPD def2/J DEFGRID3
* xyz 0 3
C -1.903 -5.086 2.823
N -3.276 0.416 3.055
C 3.034 2.757 -1.533
N -1.210 1.411 -0.759
H 2.625 -2.911 -3.266
C -2.088 1.077 3.349
H -1.961 -6.041 2.306
H 0.785 3.436 4.254
C -6.023 -0.763 2.084
S -1.555 -1.981 2.166
H 4.794 3.109 4.130
C -1.931 1.632 -3.023
C 2.419 -0.861 1.505
H 3.564 -1.450 -4.828
N -2.708 0.049 0.767
O 2.938 -0.714 0.112
H 2.805 3.652 -2.112
Mo -0.615 -0.140 0.792
C -2.949 -3.092 -2.834
N 0.083 -4.730 -3.640
C -2.060 1.660 4.620
C 2.243 0.045 -0.676
N 1.042 -1.189 1.578
C 4.308 2.284 3.632
N -4.067 -3.052 -3.105
H 5.408 0.876 -5.988
H -2.892 1.451 5.272
C -1.573 -3.133 -2.506
C -2.031 1.038 -1.760
C -0.668 -4.026 -3.124
H -1.006 2.943 5.962
H -7.858 -1.779 -0.592
C -1.093 2.702 -3.205
H -2.467 -4.350 2.254
H -2.335 -5.175 3.816
C -0.371 3.192 -2.114
C -7.097 -1.238 1.335
H 2.935 -1.761 1.842
C 3.446 2.514 2.574
N 1.017 -2.526 1.987
H -2.564 1.244 -3.806
C 3.457 -0.606 -4.159
C -0.032 2.762 4.046
C 2.989 -0.833 -2.872
C 3.895 -0.039 3.317
N -1.049 1.241 2.496
H 0.264 4.060 -2.192
C 3.619 1.738 -3.736
C 2.823 0.270 -2.031
H 0.696 2.240 2.104
C 4.534 0.971 4.013
H 3.987 0.096 -6.669
H 3.995 1.841 -6.398
C -3.545 0.030 1.857
C -5.840 -1.078 -0.739
C -7.006 -1.398 -0.047
C -4.778 -0.630 0.018
C 3.780 0.670 -4.607
H 2.274 2.633 -0.767
O 1.143 0.536 -0.379
H 3.247 3.527 2.243
C -0.141 -2.966 2.282
C 2.665 -2.229 -2.422
C 3.139 1.564 -2.444
S -0.166 -4.604 2.947
N -3.090 0.157 -1.587
C 3.037 0.293 2.271
C -0.087 2.111 2.835
C -4.861 -0.482 1.396
C -0.448 2.503 -0.930
H 3.865 2.739 -4.071
H -1.014 3.173 -4.174
H 1.701 -2.271 -1.919
H 3.983 2.931 -1.022
C -1.028 2.494 4.979
H 0.153 2.797 -0.079
H -5.751 -1.207 -1.808
N -0.702 -1.500 -0.763
H 4.045 -1.074 3.582
H -8.022 -1.495 1.835
H -6.085 -0.634 3.155
C -3.437 -0.144 -0.381
C 4.317 0.883 -5.993
N 2.818 1.550 1.907
H 3.411 -2.598 -1.715
H 5.202 0.737 4.830
C -1.104 -2.254 -1.558
*
```

The HOMO-LUMO gap (spin up / spin down) comes out at 6.03 / 6.36 eV. The HOMO energy (spin up / spin down) comes out at -7.1 / -7.4 eV. The value obtained for the relative energy (zero: lowest compared OMol25 entry of this formula, charge and spin) is 18.33 kcal per mole. The calculation puts the molar mass at 857.84 g/mol.